a:
Computed, not measured: an isolated molecule of C4H7FINO, with the ωB97M-V functional and the def2-TZVPD basis.

XYZ file:
```
15
Properties=species:S:1:pos:R:3:nbo_charge:R:1
I 2.7547 -0.8439 0.0344 0.362
F 2.8597 2.2261 0.0653 -0.341
O -0.8182 1.3107 0.2212 -0.611
N 1.2492 0.5287 0.2881 -0.608
C -2.0999 -1.3618 -0.0704 -0.602
C -0.5450 -1.0581 0.0266 -0.498
C 1.5496 1.8922 0.0347 0.202
C -0.0823 0.3422 0.1602 0.641
H -2.1743 -2.3882 0.2774 0.210
H -2.3152 -1.4403 -1.1174 0.217
H 0.0101 -1.4593 -0.9432 0.221
H 0.9969 2.4765 0.7793 0.188
H -0.0186 -1.7717 0.6872 0.238
H -2.4513 -0.6153 0.5330 0.232
H 1.0847 2.1622 -0.9763 0.149
```

As for the LUMO energy: -0.67 eV. The value obtained for the HOMO energy is -9.4 eV. The calculation puts the gap between HOMO and LUMO at 8.728 eV. As for the charge: 0. The SMILES is CCC(=O)N(I)CF.

---

b:
Computed, not measured: a structure of composition C4H7FINO, with the ωB97M-V functional and the def2-TZVPD basis.

XYZ file:
```
15
Properties=species:S:1:pos:R:3:nbo_charge:R:1
I 3.3034 0.0249 -0.3174 0.161
F 0.6526 1.4214 0.9850 -0.372
O 0.1897 -2.4157 -0.3065 -0.593
N 0.9194 -1.3038 1.5478 -0.856
C 0.1869 1.1245 -0.2562 0.272
C -1.2058 0.6303 -0.2068 -0.702
C 0.7753 -1.4706 0.1667 0.586
C 1.2852 -0.4158 -0.6959 -0.494
H 1.2253 -0.3763 1.9300 0.423
H 1.0090 -0.5179 -1.8226 0.263
H 0.3806 1.9905 -0.9618 0.189
H -1.4661 0.1213 -1.1980 0.239
H -1.3258 -0.1282 0.5335 0.242
H 0.5186 -2.0427 2.0801 0.408
H -2.0121 1.4965 -0.2680 0.236
```

As for the LUMO energy: 0.41 eV. The value obtained for the HOMO energy is -9.3 eV. The calculation puts the gap between HOMO and LUMO at 9.695 eV. As for the charge: 0.

---

b comes first in stability; the runner-up is 42.2 kJ/mol higher.

---

a:
Computed, not measured: an isolated molecule of C3H9NOP2, with the ωB97M-V functional and the def2-TZVPD basis.

XYZ file:
```
16
Properties=species:S:1:pos:R:3:nbo_charge:R:1
P 1.8331 0.3461 0.7249 0.629
P 3.2674 -0.5645 -0.5907 -0.051
O 0.9995 1.2099 -0.2997 -0.827
N -0.5005 -1.6404 0.6112 -0.480
C -0.3008 1.6398 -0.2737 -0.068
C -1.1275 0.4484 -0.6524 -0.435
C -1.3868 -0.5401 0.6093 -0.296
H -2.5093 -0.9327 0.4654 0.199
H -2.1797 0.7520 -0.9958 0.204
H -0.5280 2.3715 -1.1421 0.193
H -0.5977 2.1178 0.6939 0.180
H 2.2661 -1.5842 -0.9819 0.022
H 3.6713 -1.3021 0.4981 -0.012
H -0.7111 -0.1617 -1.4838 0.230
H -0.7534 -2.3087 1.3199 0.314
H -1.4427 0.1488 1.4972 0.197
```

As for the LUMO energy (alpha / beta): -0.06 / -0.43 eV. The value obtained for the HOMO energy (alpha / beta) is -8.8 / -7.0 eV. The calculation puts the gap between HOMO and LUMO (alpha / beta) at 8.688 / 6.554 eV. As for the charge: 0.

---

b:
Computed, not measured: a cluster of 2 separate species, C3H9NOP2 in total, with the ωB97M-V functional and the def2-TZVPD basis.

XYZ file:
```
16
Properties=species:S:1:pos:R:3:nbo_charge:R:1
P -1.8502 -0.9134 1.4126 0.378
P 2.4470 0.3594 -0.8763 0.264
O -0.6566 2.3754 0.8289 -0.663
N -0.3253 0.5223 -1.2241 -0.870
C 0.7361 0.9811 -0.4294 -0.221
C -1.0318 -2.2340 0.6820 -0.762
C 0.5040 1.8635 0.5537 0.090
H -0.0614 -0.0403 -2.0495 0.400
H -1.1148 -2.2436 -0.4623 0.222
H 1.4596 2.2064 1.1986 0.180
H -0.2575 -2.7879 1.1607 0.211
H 3.0456 1.6061 -1.1611 -0.015
H -0.9748 1.3054 -1.3165 0.370
H -1.2433 1.7165 0.5029 0.475
H 3.0275 0.3239 0.4058 -0.012
H -1.2252 -0.9694 2.7345 -0.050
```

As for the LUMO energy: -0.07 eV. The value obtained for the HOMO energy is -7.8 eV. The calculation puts the gap between HOMO and LUMO at 7.756 eV. As for the charge: 0. The SMILES is N/C(P)=C\O.C=P.

---

b comes first in stability; the runner-up is 43.0 kJ/mol higher.

---

a:
Computed, not measured: a cluster of 2 separate species, C2H5Br in total, with the ωB97M-V functional and the def2-TZVPD basis.

XYZ file:
```
8
Properties=species:S:1:pos:R:3:nbo_charge:R:1
Br 2.2751 -0.1059 0.0167 0.066
C -0.8698 -0.7222 0.0481 -0.570
C 0.6882 0.7985 -0.1006 -0.551
H -0.2978 -1.2241 0.8483 0.212
H -1.4774 0.1336 0.2753 0.194
H -0.9454 -1.0856 -0.9275 0.198
H 0.3662 1.1837 -1.0519 0.225
H 0.2608 1.0221 0.8917 0.227
```

As for the LUMO energy: 0.84 eV. The value obtained for the HOMO energy is -8.4 eV. The calculation puts the gap between HOMO and LUMO at 9.241 eV. As for the charge: 0.

---

b:
Computed, not measured: a cluster of 2 separate species, C2H5Br in total, with the ωB97M-V functional and the def2-TZVPD basis.

XYZ file:
```
8
Properties=species:S:1:pos:R:3:nbo_charge:R:1
Br -0.6973 -0.9051 -2.4916 0.083
C 0.7542 0.4828 0.1505 -0.563
C -0.9321 -0.7234 -0.7149 -0.501
H 0.4121 1.3226 -0.3116 0.181
H -1.6399 -0.0838 -0.4031 0.184
H 1.5055 -0.0314 -0.4361 0.219
H 0.3634 0.4004 1.1171 0.204
H -0.8480 -1.5361 -0.0987 0.193
```

As for the LUMO energy: 0.79 eV. The value obtained for the HOMO energy is -8.5 eV. The calculation puts the gap between HOMO and LUMO at 9.300 eV. As for the charge: 0.

---

c:
Computed, not measured: a structure of composition C2H5Br, with the ωB97M-V functional and the def2-TZVPD basis.

XYZ file:
```
8
Properties=species:S:1:pos:R:3:nbo_charge:R:1
Br -2.9099 0.0540 -0.4138 -0.316
C -0.6303 -0.6853 0.1753 -0.134
C 0.1929 0.5280 -0.0346 -0.699
H -0.1490 1.1511 -0.9393 0.249
H -0.6531 -1.5501 -0.5760 0.241
H 1.1671 0.1431 -0.1396 0.231
H 0.3453 1.2550 0.7439 0.231
H -0.6799 -0.8498 1.2049 0.197
```

As for the LUMO energy: -0.61 eV. The value obtained for the HOMO energy is -9.7 eV. The calculation puts the gap between HOMO and LUMO at 9.107 eV. As for the charge: 0.

---

c comes first in stability; the runner-up is 157.8 kJ/mol higher.

---

a:
Computed, not measured: an isolated molecule of C20H26N2O2, with the ωB97M-V functional and the def2-TZVPD basis.

XYZ file:
```
50
Properties=species:S:1:pos:R:3:nbo_charge:R:1
O -5.7035 1.4721 -0.0584 -0.510
O -2.9682 1.1894 -0.8338 -0.513
N 4.7212 0.1328 0.0305 -0.452
N -0.8228 -0.6272 0.3437 -0.587
C 5.4117 0.7446 1.1424 -0.212
C 1.2347 -0.5504 -0.9633 -0.229
C 2.6601 -0.0888 1.3589 -0.244
C 5.5314 -0.8839 -0.6092 -0.204
C -3.7632 -2.2051 0.1136 -0.214
C -7.0402 1.5848 0.3581 -0.249
C 0.5476 -0.5085 0.2511 0.138
C -3.7337 0.1663 -0.3626 0.330
C 2.5981 -0.3472 -1.0103 -0.218
C -5.0827 0.2496 0.0326 0.224
C 3.3459 -0.1152 0.1448 0.126
C -1.6412 -1.1538 -0.7278 -0.231
C -5.0777 -2.1148 0.5227 -0.219
C 6.6802 1.4307 0.6332 -0.399
C 6.7964 -0.2548 -1.1872 -0.403
C 1.2939 -0.2763 1.4077 -0.235
C -5.7291 -0.8949 0.4818 -0.288
C -3.2872 2.5326 -0.5535 -0.237
C 7.5833 0.4248 -0.0718 -0.397
C -3.0895 -1.0768 -0.3263 -0.077
H 3.0947 -0.3588 -1.9694 0.207
H -7.1583 1.3322 1.4170 0.176
H -7.3024 2.6314 0.2083 0.200
H -1.1659 -0.8399 1.2690 0.379
H -2.3967 3.0973 -0.8308 0.190
H 5.6860 0.0039 1.9157 0.160
H -5.6056 -2.9891 0.8710 0.214
H 5.8196 -1.6639 0.1201 0.161
H 8.4652 0.9253 -0.4766 0.207
H -7.7062 0.9576 -0.2434 0.177
H 4.7557 1.4922 1.5927 0.210
H 7.4012 -1.0235 -1.6718 0.205
H 0.7872 -0.2485 2.3634 0.201
H 0.7011 -0.7294 -1.8834 0.204
H -3.4940 2.6841 0.5082 0.177
H -4.1393 2.8822 -1.1403 0.185
H -1.3785 -2.1974 -0.9667 0.180
H -3.2487 -3.1540 0.1357 0.212
H 7.9219 -0.3276 0.6452 0.192
H -1.4821 -0.5374 -1.6162 0.214
H 7.2038 1.8945 1.4712 0.205
H -6.7592 -0.8449 0.7951 0.219
H 3.1920 0.0688 2.2850 0.212
H 6.3945 2.2146 -0.0704 0.202
H 6.5134 0.4863 -1.9366 0.201
H 4.9523 -1.3636 -1.3983 0.208
```

As for the LUMO energy: 0.80 eV. The value obtained for the HOMO energy is -6.8 eV. The calculation puts the gap between HOMO and LUMO at 7.595 eV. As for the charge: 0. The SMILES is COc1cccc(CNc2ccc(N3CCCCC3)cc2)c1OC.

---

b:
Computed, not measured: a structure of composition C20H26N2O2, with the ωB97M-V functional and the def2-TZVPD basis.

XYZ file:
```
50
Properties=species:S:1:pos:R:3:nbo_charge:R:1
O 1.6762 2.8266 1.2545 -0.591
O -4.2694 -1.0211 -0.1377 -0.561
N -0.1652 1.7808 0.1084 -0.595
N -0.4666 -0.8599 1.2650 -0.368
C -0.9347 1.9582 -1.9004 -0.585
C -0.0649 2.5881 -1.0716 0.033
C -2.7548 -0.5035 2.1798 -0.581
C 0.5864 2.2962 0.9653 0.788
C -3.2731 -1.4664 -0.7130 0.552
C 2.3781 -2.1062 0.7078 -0.192
C -0.3006 4.0702 -0.9709 -0.630
C 3.7521 -2.2286 0.6321 -0.200
C -1.7394 -0.9537 0.9293 0.251
C 0.0672 -1.4072 0.2284 0.218
C -0.8749 -1.5696 -0.9330 -0.308
C 0.2655 -0.1635 2.2093 -0.238
C 1.6207 -1.5551 -0.1520 -0.064
C 2.0888 -1.0140 -1.3640 -0.227
C 0.0093 1.4038 2.5961 -0.459
C 3.3846 -1.3455 -1.7220 -0.184
C 1.4404 2.3398 -1.6705 -0.624
C 4.3115 -2.1631 -0.7394 -0.197
C -3.4536 -2.0986 -1.9922 -0.704
C -2.0285 -1.3130 -0.2036 -0.267
H 0.3493 4.6075 -0.2839 0.242
H -0.7270 0.9190 -2.2095 0.235
H -0.1921 4.7307 -2.0422 0.230
H -2.8354 0.6217 2.0424 0.199
H -3.5376 -1.0525 2.0969 0.220
H 1.8866 -2.4353 1.9016 0.188
H -3.0053 -2.9861 -2.1586 0.225
H 1.6224 3.0987 -2.6025 0.216
H 4.0173 -1.0895 -2.6466 0.226
H 1.2596 -0.2237 2.2876 0.238
H 1.4936 -0.7558 -2.0451 0.201
H 0.5279 1.6686 3.3216 0.166
H -1.1234 1.6431 2.8097 0.177
H 4.3785 -2.9267 1.4167 0.224
H -1.8886 1.9792 -1.6919 0.202
H -0.9874 1.5901 0.1623 0.383
H 5.3023 -2.2065 -0.7274 0.195
H 0.0251 -0.5278 3.2992 0.202
H -1.3986 4.2049 -0.8465 0.215
H 1.7057 1.3507 -1.6761 0.221
H -0.7767 -2.0034 -1.8746 0.228
H -3.1148 -1.4144 -2.7556 0.230
H -0.9408 2.5012 -3.0613 0.199
H -4.4138 -2.3495 -2.3319 0.240
H 2.1584 2.9808 -1.1319 0.239
H -2.3841 -0.4576 3.0696 0.193
```

As for the LUMO energy: 0.50 eV. The value obtained for the HOMO energy is -8.0 eV. The calculation puts the gap between HOMO and LUMO at 8.538 eV. As for the charge: 0.

---

a comes first in stability; the runner-up is 1396.5 kJ/mol higher.

---

a:
Computed, not measured: an isolated molecule of C5H7Cl, with the ωB97M-V functional and the def2-TZVPD basis.

XYZ file:
```
13
Properties=species:S:1:pos:R:3:nbo_charge:R:1
Cl 3.0062 -0.5447 0.0581 -0.053
C 0.2339 0.0257 0.7086 -0.287
C 1.2941 -0.2170 -0.2987 -0.201
C -1.8237 -0.5923 -0.4594 -0.397
C -1.1245 -0.4483 0.6433 -0.172
C 0.7843 1.1786 -0.1394 -0.407
H 0.5949 0.1238 1.7275 0.236
H -1.3881 -0.7447 -1.4230 0.187
H 1.1058 -0.6620 -1.2507 0.225
H 1.5112 1.8459 0.3614 0.231
H -2.8999 -0.8386 -0.5253 0.203
H 0.2345 1.5330 -1.0148 0.225
H -1.5288 -0.6593 1.6124 0.210
```

As for the LUMO energy: 1.14 eV. The value obtained for the HOMO energy is -9.4 eV. The calculation puts the gap between HOMO and LUMO at 10.584 eV. As for the charge: 0. The SMILES is C=C[C@@H]1C[C@H]1Cl.

---

b:
Computed, not measured: a structure of composition C5H7Cl, with the ωB97M-V functional and the def2-TZVPD basis.

XYZ file:
```
13
Properties=species:S:1:pos:R:3:nbo_charge:R:1
Cl 3.4623 -0.3617 -0.4326 -0.056
C -0.4415 -0.0445 0.0374 -0.120
C 1.7780 0.2087 -0.1452 -0.197
C -1.9218 -0.3904 0.0984 -0.626
C 0.7473 -0.5415 0.6458 -0.062
C 0.6645 -0.0572 -0.9397 -0.076
H 0.6466 -0.4349 -1.9041 0.229
H -2.4114 -0.0258 -0.7516 0.229
H -2.0103 -1.4843 0.3038 0.216
H 0.5905 2.5063 0.6319 0.002
H -2.3551 0.0970 0.9114 0.229
H 1.1511 -1.4106 1.2030 0.246
H 0.0998 1.9388 0.3416 -0.014
```

As for the LUMO energy: 0.64 eV. The value obtained for the HOMO energy is -7.4 eV. The calculation puts the gap between HOMO and LUMO at 8.033 eV. As for the charge: 0.

---

c:
Computed, not measured: an isolated molecule of C5H7Cl, with the ωB97M-V functional and the def2-TZVPD basis.

XYZ file:
```
13
Properties=species:S:1:pos:R:3:nbo_charge:R:1
Cl -0.5772 2.3100 -2.5747 0.092
C 1.3164 -0.4425 1.1884 -0.614
C -1.6293 -0.1051 -1.3770 -0.194
C -0.8731 0.9755 -1.6193 -0.063
C 0.0168 0.1800 0.9090 -0.421
C -0.2793 -0.1151 -0.7602 -0.223
H 2.0964 -0.2612 0.4394 0.209
H 1.7205 -0.1579 2.2335 0.208
H 0.2479 -1.0160 -1.0608 0.181
H 1.2177 -1.5692 1.2696 0.200
H -2.5141 -0.6797 -1.2835 0.228
H -0.0152 1.2364 1.2551 0.203
H -0.7276 -0.3550 1.3804 0.194
```

As for the LUMO energy: 0.93 eV. The value obtained for the HOMO energy is -8.8 eV. The calculation puts the gap between HOMO and LUMO at 9.709 eV. As for the charge: 0. The SMILES is CC[C@H]1C=C1Cl.

---

a comes first in stability; the runner-up is 175.2 kJ/mol higher.

---

a:
Computed, not measured: a cluster of 2 separate species, C12H14N3 in total, with the ωB97M-V functional and the def2-TZVPD basis.

XYZ file:
```
29
Properties=species:S:1:pos:R:3:nbo_charge:R:1
N 1.2262 -1.4816 -4.8548 -0.623
N -0.7260 0.1357 -0.5857 -0.560
N 0.0148 1.9363 -1.4817 -0.539
C -0.8558 -0.2076 3.8835 -0.205
C -0.7450 1.0887 0.4207 0.110
C 1.2449 -1.6782 -3.5742 0.221
C -1.3676 2.1528 2.5188 -0.185
C -1.0303 1.0527 1.8224 -0.083
C -1.4423 2.1652 3.9572 -0.179
C -0.6805 -0.1624 2.5293 -0.194
C -0.2536 2.2310 -0.1915 -0.088
C 1.5166 -2.9651 -1.5776 -0.129
C -1.1852 0.9203 4.5992 -0.197
C 1.8785 -2.6814 -2.8746 -0.325
C -0.1736 0.6577 -1.7855 0.025
H -1.6120 3.0422 2.0468 0.210
H 1.0482 -2.1250 -1.1232 0.211
H 0.6236 2.6170 -2.0678 0.436
H -0.2862 3.2006 0.1663 0.222
H 1.6555 -1.9847 -5.5719 0.430
H -1.0633 0.8713 5.6602 0.221
H 0.6280 -1.0393 -3.0237 0.256
H 1.8641 -3.8146 -1.1133 0.226
H 0.4508 -0.8092 -5.0533 0.439
H -0.9028 -0.8228 -0.2992 0.414
H -1.5257 3.1616 4.5280 0.238
H -0.4755 -1.0880 2.0390 0.195
H -0.4543 -1.0245 4.4071 0.217
H 2.6285 -3.3486 -3.4007 0.237
```

As for the LUMO energy: -5.00 eV. The value obtained for the HOMO energy is -10.8 eV. The calculation puts the gap between HOMO and LUMO at 5.769 eV. As for the charge: +1.

---

b:
Computed, not measured: the ion C12H14N3 with charge +1, with the ωB97M-V functional and the def2-TZVPD basis.

XYZ file:
```
29
Properties=species:S:1:pos:R:3:nbo_charge:R:1
N -1.7648 0.5918 0.9983 -0.068
N -2.0179 1.1157 2.2344 -0.410
N 1.4029 0.4969 1.5113 -0.864
C 2.3560 -0.4170 -1.2745 -0.173
C 0.3322 -2.1131 -1.9152 -0.184
C -0.7108 1.3999 0.2764 -0.114
C -0.6802 2.5996 1.2206 -0.246
C -1.4131 2.4143 2.3829 -0.026
C 0.9914 -0.2190 -0.7596 -0.055
C -1.5913 -1.0903 -0.6265 -0.506
C 1.6335 -2.3793 -2.3344 -0.189
C -2.1554 -0.5971 0.6211 0.190
C 0.8592 0.9366 0.2203 -0.036
C -0.0504 -1.0908 -1.0585 -0.044
C 2.6645 -1.5274 -2.0126 -0.202
H 0.1510 3.3156 1.1268 0.255
H 1.0032 1.0455 2.3441 0.383
H -1.0288 1.4078 -0.7932 0.256
H 3.6390 -1.7119 -2.4710 0.240
H -1.2272 2.7109 3.4242 0.265
H -0.5677 -2.6579 -2.3682 0.213
H 1.4939 -0.5568 1.6589 0.403
H 1.8047 -3.2579 -2.9806 0.238
H 3.1758 0.3162 -1.0102 0.239
H -2.9537 -1.0733 1.1738 0.239
H -1.9967 -0.2653 -1.3240 0.266
H -2.7492 0.7572 2.8191 0.425
H -2.0444 -2.0559 -0.9597 0.277
H 1.4441 1.9052 -0.1239 0.230
```

As for the LUMO energy (alpha / beta): -4.18 / -4.18 eV. The value obtained for the HOMO energy (alpha / beta) is -12.3 / -12.3 eV. The calculation puts the gap between HOMO and LUMO (alpha / beta) at 8.071 / 8.072 eV. As for the charge: +1. The SMILES is N[C@H]1c2ccccc2CC=[N+]2NC=C[C@@H]12.

---

a comes first in stability; the runner-up is 36.8 kJ/mol higher.